# 1
C49H36B2NO9P | ωB97M-V/def2-TZVPD

Summary:
**Orbital gap**: 7.218 eV
**Largest force on an atom**: 4.95 eV/Å
**Highest occupied orbital energy**: -8.39 eV
**SMILES**: O=C1c2ccccc2C(=O)c2ccccc21.O=C1c2ccccc2C(=O)c2ccccc21.O=C1c2ccccc2C(=O)c2ccccc21.NP(O)B(Cc1ccccc1)B(O)O
**Calculated total energy**: -3011.80561 Eh
**LUMO**: -0.0431 Ha

Geometry as ORCA input:
```
! wB97M-V def2-TZVPD RIJCOSX def2/J DEFGRID3
* xyz 0 1
N 6.91 2.01 4.37
P 7.33 2.51 2.71
O 7.36 1.00 1.84
B 5.90 3.50 1.92
C 4.70 4.02 2.90
C 3.44 3.06 2.56
C 2.01 3.73 2.44
C 0.83 2.77 2.10
C 1.01 1.22 1.86
C 2.41 0.57 1.98
C 3.62 1.51 2.36
B 5.94 3.74 0.27
O 6.96 4.57 -0.35
O 4.92 3.02 -0.49
H 6.54 1.04 4.35
H 7.74 2.04 4.97
H 8.05 1.02 1.14
H 4.94 3.90 4.02
H 4.42 5.12 2.72
H 1.84 4.85 2.57
H -0.21 3.22 2.02
H 0.13 0.54 1.58
H 2.60 -0.57 1.80
H 4.63 0.98 2.47
H 7.58 3.93 -0.80
H 4.06 3.49 -0.40
C 3.51 -3.26 0.71
C 2.65 -4.20 0.14
C 2.20 -5.27 0.90
C 2.60 -5.41 2.22
C 3.48 -4.48 2.79
C 3.92 -3.40 2.03
C 3.95 -4.65 4.18
O 4.72 -3.84 4.67
C 3.50 -5.82 4.96
C 3.98 -6.02 6.25
C 3.55 -7.11 7.00
C 2.62 -8.00 6.46
C 2.14 -7.81 5.17
C 2.58 -6.72 4.41
C 2.09 -6.55 3.03
O 1.28 -7.33 2.56
H 3.86 -2.42 0.12
H 2.34 -4.10 -0.90
H 1.52 -6.00 0.45
H 4.59 -2.67 2.46
H 4.70 -5.33 6.68
H 3.93 -7.27 8.00
H 2.28 -8.85 7.05
H 1.42 -8.51 4.75
C 0.74 3.04 -4.09
C 0.07 3.36 -5.27
C -1.23 3.86 -5.21
C -1.86 4.03 -3.97
C -1.19 3.68 -2.80
C 0.12 3.20 -2.86
C -1.86 3.80 -1.49
O -1.28 3.50 -0.46
C -3.26 4.29 -1.44
C -3.93 4.36 -0.22
C -5.24 4.82 -0.16
C -5.88 5.23 -1.33
C -5.22 5.16 -2.55
C -3.91 4.68 -2.61
C -3.23 4.58 -3.92
O -3.80 4.93 -4.94
H 1.76 2.66 -4.14
H 0.55 3.23 -6.23
H -1.75 4.12 -6.12
H 0.65 2.94 -1.95
H -3.43 4.04 0.70
H -5.76 4.87 0.79
H -6.90 5.61 -1.28
H -5.73 5.48 -3.45
C -5.89 -3.89 -5.74
C -7.20 -3.62 -5.35
C -7.46 -2.67 -4.37
C -6.40 -1.98 -3.77
C -5.09 -2.26 -4.15
C -4.84 -3.21 -5.15
C -3.95 -1.58 -3.49
O -2.80 -1.82 -3.83
C -4.23 -0.60 -2.42
C -3.17 0.01 -1.75
C -3.42 0.94 -0.75
C -4.73 1.27 -0.41
C -5.79 0.66 -1.07
C -5.54 -0.29 -2.07
C -6.68 -0.96 -2.74
O -7.83 -0.67 -2.45
H -5.70 -4.63 -6.51
H -8.03 -4.16 -5.80
H -8.48 -2.47 -4.07
H -3.82 -3.42 -5.46
H -2.14 -0.24 -2.00
H -2.59 1.41 -0.22
H -4.93 2.00 0.36
H -6.81 0.91 -0.81
*
```

***

# 2
C49H36BrF4MgN2OPSi | ωB97M-V/def2-TZVPD

Summary:
**Orbital gap**: 7.013 eV
**Largest force on an atom**: 0.39 eV/Å
**ΔE to the lowest compared entry with this formula, charge and spin**: 0.0 kJ/mol
**Highest occupied orbital energy**: -7.08 eV
**Calculated total energy**: -5878.03351 Eh
**LUMO**: -0.0026 Ha

Geometry as ORCA input:
```
! wB97M-V def2-TZVPD RIJCOSX def2/J DEFGRID3
* xyz 0 1
Mg -1.35 0.88 -0.04
O -2.97 2.01 -0.86
C -3.15 2.13 -2.26
C -2.68 0.85 -2.89
C -2.89 0.61 -4.24
C -2.43 -0.58 -4.79
C -1.75 -1.47 -3.97
C -1.57 -1.14 -2.64
N -2.04 -0.01 -2.10
H -3.29 2.78 -0.38
H -2.56 2.97 -2.64
H -4.21 2.30 -2.50
H -3.42 1.33 -4.85
H -2.58 -0.79 -5.84
H -1.35 -2.40 -4.36
H -1.01 -1.79 -1.98
F -4.97 -5.71 2.73
C -4.00 -4.91 2.34
C -2.68 -5.30 2.47
F -2.39 -6.49 2.99
C -1.67 -4.45 2.05
F -0.42 -4.90 2.19
C -1.93 -3.20 1.50
P -0.58 -2.04 1.01
C 0.32 -3.07 -0.20
C 1.65 -2.79 -0.51
C 2.28 -3.46 -1.55
C 1.60 -4.41 -2.30
C 0.28 -4.69 -2.00
C -0.36 -4.03 -0.96
C 0.47 -1.98 2.50
C 0.15 -0.98 3.42
C 0.87 -0.86 4.60
C 1.94 -1.71 4.85
C 2.27 -2.69 3.93
C 1.54 -2.83 2.76
C -3.27 -2.84 1.37
Br -3.79 -1.21 0.58
C -4.29 -3.67 1.78
F -5.57 -3.33 1.66
H 2.20 -2.04 0.05
H 3.31 -3.22 -1.78
H 2.10 -4.92 -3.11
H -0.26 -5.44 -2.57
H -1.39 -4.26 -0.74
H -0.66 -0.29 3.22
H 0.61 -0.08 5.31
H 2.51 -1.61 5.77
H 3.10 -3.36 4.12
H 1.81 -3.60 2.05
N -1.53 3.08 7.21
C -1.57 2.79 6.10
C -1.61 2.43 4.70
C -0.54 2.73 3.86
C -0.59 2.35 2.53
C -1.67 1.65 1.97
C -2.73 1.39 2.85
C -2.72 1.76 4.19
H 0.32 3.26 4.26
H 0.27 2.59 1.92
H -3.61 0.86 2.50
H -3.55 1.53 4.84
C 4.09 2.04 2.42
C 3.39 0.86 2.21
C 2.47 0.78 1.17
C 2.24 1.85 0.30
C 2.96 3.02 0.53
C 3.88 3.12 1.57
Si 0.90 1.65 -1.03
C 0.64 3.41 -1.73
C -0.27 4.27 -1.10
C -0.50 5.56 -1.56
C 0.15 6.01 -2.70
C 1.06 5.18 -3.35
C 1.30 3.90 -2.87
C 1.75 0.72 -2.46
C 3.01 0.13 -2.34
C 3.58 -0.58 -3.40
C 2.90 -0.72 -4.60
C 1.65 -0.13 -4.74
C 1.09 0.57 -3.68
H 4.80 2.11 3.23
H 3.53 0.01 2.88
H 1.89 -0.13 1.05
H 2.81 3.88 -0.12
H 4.42 4.04 1.73
H -0.78 3.93 -0.20
H -1.20 6.20 -1.04
H -0.03 7.01 -3.07
H 1.58 5.54 -4.23
H 2.01 3.27 -3.38
H 3.57 0.23 -1.42
H 4.56 -1.02 -3.28
H 3.34 -1.27 -5.42
H 1.11 -0.22 -5.68
H 0.11 1.04 -3.82
*
```

***

# 3
C49H36Cl4MnN4OS2Sb | ωB97M-V/def2-TZVPD

Summary:
**⟨S²⟩**: 6.10
**Orbital gap (spin up / spin down)**: 5.588 / 5.484 eV
**Largest force on an atom**: 0.39 eV/Å
**ΔE to the lowest compared entry with this formula, charge and spin**: 231.4 kJ/mol
**Highest occupied orbital energy (spin up / spin down)**: -6.83 / -7.03 eV
**Calculated total energy**: -6211.50220 Eh
**LUMO (spin up / spin down)**: -0.0458 / -0.0568 Ha

Geometry as ORCA input:
```
! wB97M-V def2-TZVPD RIJCOSX def2/J DEFGRID3
* xyz 0 5
Mn 0.32 0.62 0.25
Cl 7.04 -4.04 4.91
C 5.82 -3.19 4.02
C 5.03 -2.25 4.66
C 4.06 -1.58 3.93
C 3.86 -1.84 2.58
C 4.65 -2.80 1.97
C 5.63 -3.48 2.67
C 2.79 -1.12 1.83
C 3.17 -0.26 0.80
C 4.51 -0.12 0.29
C 4.43 0.64 -0.83
C 3.05 1.04 -0.96
C 2.55 1.91 -1.93
C 3.40 2.30 -3.09
C 2.95 2.01 -4.38
C 3.71 2.34 -5.49
C 4.93 2.96 -5.32
Cl 5.89 3.38 -6.70
C 5.40 3.27 -4.05
C 4.63 2.94 -2.94
C 1.29 2.51 -1.85
N 0.31 2.20 -0.95
C -0.64 3.17 -1.05
C -1.85 3.17 -0.36
C -2.76 4.34 -0.51
C -3.33 4.67 -1.74
C -4.18 5.76 -1.86
C -4.47 6.52 -0.74
Cl -5.54 7.88 -0.89
C -3.92 6.21 0.49
C -3.07 5.13 0.60
C -2.28 2.13 0.46
C -3.63 1.99 0.95
C -3.73 0.77 1.52
C -2.42 0.17 1.44
N -1.57 1.00 0.76
C -2.05 -1.05 2.00
C -0.71 -1.47 2.12
C -0.29 -2.52 2.99
C 1.06 -2.47 3.05
C 1.47 -1.41 2.17
N 0.37 -0.81 1.61
C -3.08 -1.95 2.56
C -3.34 -3.21 1.79
C -4.11 -4.24 2.56
C -4.82 -3.87 3.65
Cl -5.82 -5.04 4.47
C -4.76 -2.57 4.19
C -3.84 -1.65 3.66
C -0.24 4.14 -2.04
C 0.93 3.71 -2.56
N 2.31 0.48 0.04
H 5.19 -2.03 5.70
H 3.45 -0.83 4.43
H 4.49 -3.04 0.92
H 6.24 -4.23 2.19
H 5.39 -0.56 0.72
H 5.23 0.90 -1.49
H 2.00 1.52 -4.51
H 3.36 2.11 -6.49
H 6.35 3.77 -3.93
H 4.98 3.22 -1.96
H -3.12 4.06 -2.61
H -4.62 6.01 -2.82
H -4.15 6.82 1.35
H -2.63 4.88 1.56
H -4.41 2.73 0.85
H -4.60 0.32 1.96
H -0.95 -3.19 3.52
H 1.73 -3.09 3.62
H -2.41 -3.64 1.40
H -4.12 -5.25 2.20
H -5.34 -2.32 5.07
H -3.68 -0.71 4.17
H -0.77 5.04 -2.28
H 1.52 4.19 -3.32
C 0.97 -3.37 -0.59
Sb 0.60 -1.68 -1.85
C -0.36 -2.81 -3.42
C 2.55 -1.77 -2.77
H 1.17 -4.25 -1.21
H 0.11 -3.57 0.05
H 1.83 -3.16 0.04
H 0.35 -3.52 -3.83
H -0.70 -2.15 -4.21
H -1.21 -3.36 -3.02
H 2.69 -2.77 -3.19
H 3.32 -1.58 -2.03
H 2.63 -1.03 -3.56
C -6.20 -1.82 -0.12
O -5.31 -2.24 0.90
C -4.14 -2.81 0.53
S -4.07 -3.97 -0.86
S -3.15 -2.09 -0.80
H -7.06 -1.40 0.40
H -6.50 -2.66 -0.74
H -5.73 -1.05 -0.75
*
```

***

# 4
C49H36F4N9S2Zr | ωB97M-V/def2-TZVPD

Summary:
**Orbital gap**: 6.753 eV
**Largest force on an atom**: 1.43 eV/Å
**ΔE to the lowest compared entry with this formula, charge and spin**: 108.9 kJ/mol
**Highest occupied orbital energy**: -10.13 eV
**Calculated total energy**: -3624.47724 Eh
**LUMO**: -0.1240 Ha

Geometry as ORCA input:
```
! wB97M-V def2-TZVPD RIJCOSX def2/J DEFGRID3
* xyz 1 1
Zr -0.21 -0.53 -0.30
C -4.23 -2.45 0.72
N -3.39 -2.71 -0.44
C -3.49 -4.11 -0.81
C -3.77 -1.85 -1.55
C -3.40 -0.36 -1.39
N -2.34 -0.02 -0.41
C -2.84 0.74 0.64
C -2.25 0.60 1.89
F -1.15 -0.23 1.94
C -2.63 1.25 3.04
F -1.97 1.00 4.18
C -3.68 2.15 3.00
C -4.27 2.36 1.77
F -5.25 3.26 1.66
C -3.87 1.70 0.62
F -4.43 2.10 -0.53
H -5.30 -2.61 0.49
H -4.10 -1.43 1.07
H -3.95 -3.12 1.53
H -4.50 -4.40 -1.12
H -3.20 -4.73 0.04
H -2.80 -4.33 -1.63
H -4.87 -1.90 -1.71
H -3.33 -2.26 -2.45
H -4.31 0.14 -1.10
H -3.14 0.04 -2.38
H -4.01 2.68 3.89
N 3.72 4.94 7.83
C 3.33 4.37 6.92
C 2.83 3.64 5.77
C 3.70 3.32 4.73
C 3.22 2.61 3.64
C 1.88 2.25 3.57
C 1.02 2.59 4.61
C 1.49 3.28 5.71
C 1.37 1.52 2.38
C 1.87 0.24 2.13
C 2.80 -0.43 2.95
C 3.15 -1.60 2.29
C 2.41 -1.61 1.11
N 1.63 -0.52 0.98
C 0.49 2.21 1.55
C 0.13 3.58 1.64
C -0.68 3.85 0.56
C -0.80 2.65 -0.15
N -0.11 1.66 0.42
H 4.74 3.61 4.79
H 3.89 2.35 2.83
H -0.02 2.30 4.56
H 0.83 3.53 6.53
H 3.17 -0.09 3.89
H 3.83 -2.36 2.62
H 2.42 -2.37 0.35
H 0.47 4.26 2.40
H -1.14 4.79 0.30
H -1.37 2.47 -1.05
S 0.90 -4.38 -2.74
C 1.82 -3.17 -3.58
C 2.48 -3.29 -4.80
C 3.25 -2.23 -5.22
C 3.39 -1.09 -4.43
C 2.72 -0.97 -3.23
C 1.89 -2.00 -2.81
N 1.14 -2.06 -1.63
C 0.65 -3.27 -1.44
C 0.01 -3.65 -0.19
C -0.04 -5.00 0.17
C -0.54 -5.34 1.41
C -0.97 -4.34 2.27
C -0.93 -3.00 1.88
C -0.45 -2.61 0.62
H 2.42 -4.21 -5.37
H 3.79 -2.31 -6.16
H 4.05 -0.30 -4.75
H 2.88 -0.10 -2.60
H 0.34 -5.77 -0.49
H -0.56 -6.38 1.72
H -1.33 -4.59 3.25
H -1.28 -2.27 2.59
N 0.51 2.31 -3.73
C 1.48 2.89 -2.92
C 2.21 4.07 -3.05
C 3.13 4.33 -2.06
C 3.33 3.43 -0.99
C 2.60 2.27 -0.87
C 1.65 2.01 -1.85
N 0.79 0.92 -2.03
C 0.16 1.15 -3.15
C -0.65 0.09 -3.73
C -0.98 -0.09 -5.04
S -1.58 -1.68 -5.24
C -1.37 -1.97 -3.58
N -0.92 -0.96 -2.89
H 0.16 2.67 -4.60
H 2.06 4.75 -3.88
H 3.73 5.23 -2.11
H 4.08 3.67 -0.25
H 2.76 1.58 -0.05
H -0.83 0.56 -5.88
H -1.59 -2.93 -3.15
*
```

***

# 5
C49H36NOP2PdS | ωB97M-V/def2-TZVPD

Summary:
**Orbital gap**: 6.144 eV
**Largest force on an atom**: 0.23 eV/Å
**Highest occupied orbital energy**: -3.75 eV
**Calculated total energy**: -3227.69383 Eh
**LUMO**: 0.0881 Ha

Geometry as ORCA input:
```
! wB97M-V def2-TZVPD RIJCOSX def2/J DEFGRID3
* xyz -1 1
Pd 1.13 0.12 -0.52
O -1.37 -1.30 2.79
S -1.03 -0.94 1.38
C -2.06 -2.04 0.36
C -2.55 -3.09 1.10
C -3.55 -3.98 0.64
C -4.10 -3.73 -0.58
C -5.23 -4.42 -1.31
C -5.40 -3.61 -2.62
C -4.36 -2.53 -2.54
C -4.06 -1.51 -3.40
C -2.97 -0.68 -3.07
C -2.20 -0.80 -1.94
P -0.71 0.30 -1.80
C -1.66 1.88 -1.73
C -1.98 2.68 -2.83
C -2.77 3.81 -2.67
C -3.26 4.15 -1.42
C -2.94 3.36 -0.32
C -2.14 2.24 -0.47
C -0.08 0.32 -3.53
C 0.77 1.36 -3.90
C 1.42 1.35 -5.12
C 1.26 0.28 -5.99
C 0.45 -0.78 -5.62
C -0.21 -0.77 -4.40
C -2.57 -1.79 -0.97
C -3.62 -2.65 -1.35
C 0.58 -1.78 1.20
C 0.68 -3.01 0.59
C 1.74 -3.92 0.87
C 2.63 -3.59 1.85
C 3.81 -4.33 2.43
C 4.38 -3.38 3.53
C 3.58 -2.11 3.39
C 3.70 -0.88 3.97
C 2.88 0.17 3.48
C 1.90 0.00 2.53
P 1.40 1.36 1.39
C 2.88 2.45 1.51
C 3.91 2.20 0.60
C 5.08 2.94 0.64
C 5.23 3.96 1.57
C 4.21 4.23 2.47
C 3.04 3.48 2.44
C 0.18 2.32 2.35
C -0.52 1.79 3.43
C -1.51 2.53 4.06
C -1.80 3.82 3.64
C -1.11 4.36 2.56
C -0.14 3.61 1.91
C 1.63 -1.33 2.07
C 2.55 -2.31 2.44
H -2.17 -3.19 2.11
H -3.88 -4.79 1.28
H -6.14 -4.42 -0.71
H -4.98 -5.47 -1.51
H -6.41 -3.19 -2.69
H -5.26 -4.24 -3.50
H -4.61 -1.35 -4.32
H -2.71 0.10 -3.78
H -1.62 2.42 -3.81
H -3.00 4.42 -3.53
H -3.88 5.03 -1.30
H -3.31 3.62 0.67
H -1.86 1.65 0.39
H 0.95 2.17 -3.20
H 2.08 2.17 -5.38
H 1.78 0.27 -6.93
H 0.34 -1.63 -6.28
H -0.83 -1.61 -4.12
H -0.09 -3.33 -0.09
H 1.79 -4.86 0.34
H 4.55 -4.52 1.66
H 3.52 -5.30 2.84
H 5.45 -3.20 3.39
H 4.25 -3.81 4.52
H 4.47 -0.67 4.70
H 3.12 1.18 3.81
H 3.78 1.40 -0.13
H 5.87 2.73 -0.07
H 6.14 4.55 1.59
H 4.32 5.02 3.20
H 2.25 3.69 3.15
H -0.31 0.78 3.77
H -2.06 2.10 4.89
H -2.56 4.40 4.14
H -1.34 5.36 2.21
H 0.37 4.02 1.05
N 3.90 -0.76 -2.02
C 2.90 -0.51 -1.48
*
```

***

> Number 4 is which compound?

C49H36F4N9S2Zr